1.
# C20H25Br2ClF3N2O7

A 3-piece molecular cluster, C20H25Br2ClF3N2O7 overall in a non-equilibrium geometry (ωB97M-V with the def2-TZVPD basis set, the OMol25 dataset).

XYZ file:
```
60
C20H25Br2ClF3N2O7 (ωB97M-V with the def2-TZVPD basis set)
C -3.948 4.207 -3.445
C -3.118 3.609 -2.164
Br -4.417 2.751 -0.910
C -1.850 2.610 -2.602
Br -1.208 2.942 -4.485
C -0.677 2.896 -1.461
C 0.309 4.205 -1.793
C 1.445 4.539 -0.650
C 1.540 3.586 0.711
Cl 2.856 4.135 1.953
N 0.636 2.360 0.946
C 0.790 1.544 2.218
C -0.327 2.174 3.292
O -0.922 1.406 4.246
F -0.667 3.616 3.121
C -0.445 2.012 -0.099
C -1.437 0.691 0.136
C -0.548 -0.673 -0.232
C -0.436 -0.966 -1.842
C 1.119 -0.727 -2.401
N 1.154 -0.147 -3.803
H -3.482 5.201 -3.893
H -4.137 3.371 -4.242
H -5.018 4.527 -3.024
H -2.607 4.517 -1.583
H -2.268 1.517 -2.586
H 0.191 4.873 -2.765
H 2.153 5.457 -0.831
H 0.508 0.412 2.112
H 1.857 1.587 2.702
H -1.868 0.652 1.249
H -2.364 0.674 -0.578
H 0.574 -0.551 0.158
H -0.977 -1.607 0.374
H -1.201 -0.382 -2.509
H -0.667 -2.122 -1.992
H 1.756 -0.042 -1.693
H 1.658 -1.791 -2.451
H 2.062 0.336 -4.012
H 0.348 0.500 -3.974
C -0.864 -4.599 3.925
C -0.616 -3.321 3.198
O -0.777 -3.675 1.844
C -1.668 -4.706 1.850
O -2.266 -5.100 0.863
O -1.817 -5.240 3.101
F 0.656 -2.902 3.381
H 0.032 -5.225 3.998
H -1.261 -4.435 4.930
H -1.314 -2.517 3.454
C 4.328 -3.161 0.804
C 3.109 -2.328 1.007
O 2.071 -3.135 0.500
C 2.492 -4.417 0.691
O 1.763 -5.393 0.634
O 3.832 -4.475 0.961
F 3.169 -1.197 0.269
H 4.754 -3.051 -0.199
H 5.107 -2.945 1.541
H 2.904 -2.080 2.054
```

## Properties
Frontier orbital gap   0.2229 Ha
Strongest force on any atom   10.66 eV/Å
LUMO level   -5.4 eV
Total charge   +1

Atom charges from the Löwdin analysis, given in e for atoms 1 to 4: -0.208, -0.725, 0.668, -0.635

***

2.
# C25H27GeN2O2PtS2

C25H27GeN2O2PtS2 as an isolated structure (ωB97M-V with the def2-TZVPD basis set, the OMol25 dataset).

XYZ file:
```
60
C25H27GeN2O2PtS2 (ωB97M-V with the def2-TZVPD basis set)
Pt 0.334 -0.305 -0.368
O -1.715 2.036 -1.546
S -2.578 0.896 -1.496
O -3.402 0.591 -2.643
N -1.721 -0.363 -0.978
C -2.214 -1.649 -0.969
C -3.296 -2.167 -1.657
C -3.686 -3.509 -1.493
C -3.028 -4.358 -0.651
C -1.919 -3.871 0.080
C -1.173 -4.689 0.959
C -0.114 -4.166 1.636
C 0.212 -2.812 1.446
N -0.450 -2.024 0.633
C -1.517 -2.529 -0.071
C -3.692 1.173 -0.135
C -3.330 2.088 0.845
C -4.157 2.279 1.941
C -5.339 1.559 2.056
C -5.699 0.652 1.070
C -4.879 0.459 -0.033
H -3.815 -1.540 -2.365
H -4.531 -3.871 -2.067
H -3.326 -5.393 -0.539
H -1.459 -5.727 1.080
H 0.477 -4.765 2.315
H 1.044 -2.367 1.973
H -2.402 2.633 0.733
H -3.878 2.991 2.707
H -5.984 1.710 2.914
H -6.625 0.096 1.155
H -5.158 -0.229 -0.819
S 1.168 0.540 -2.317
C 2.929 0.733 -2.418
C 3.791 -0.366 -2.361
C 5.157 -0.216 -2.530
C 5.698 1.042 -2.778
C 4.853 2.138 -2.863
C 3.483 1.983 -2.685
H 3.362 -1.343 -2.173
H 5.805 -1.083 -2.471
H 6.766 1.162 -2.911
H 5.258 3.122 -3.065
H 2.821 2.837 -2.756
C 0.808 1.693 2.709
Ge 2.296 1.498 1.438
C 2.237 3.065 0.270
C 3.994 1.657 2.435
C 2.156 -0.245 0.571
H 0.825 2.675 3.187
H 0.846 0.930 3.490
H -0.130 1.579 2.163
H 2.266 3.966 0.887
H 1.327 3.062 -0.331
H 3.097 3.075 -0.397
H 4.086 2.641 2.900
H 4.830 1.521 1.745
H 4.068 0.900 3.218
H 2.196 -0.978 1.387
H 3.029 -0.420 -0.056
```

## Properties
Frontier orbital gap   0.2334 Ha
Strongest force on any atom   0.90 eV/Å
Relative energy (zero: lowest compared OMol25 entry of this formula, charge and spin)   0.0 kJ/mol
LUMO level   2.4 eV
Total charge   -1

Atom charges from the Löwdin analysis, given in e for atoms 1 to 4: 0.746, -0.339, 0.559, -0.314

***

3.
# C17H22Br3CaCsFN5O3

C17H22Br3CaCsFN5O3 as an isolated structure in a non-equilibrium geometry (ωB97M-V with the def2-TZVPD basis set, the OMol25 dataset).

XYZ file:
```
53
C17H22Br3CaCsFN5O3 (ωB97M-V with the def2-TZVPD basis set)
C 4.548 -1.608 -0.166
C 4.741 -0.035 0.069
C 3.310 0.607 -0.248
C 3.267 2.156 -0.002
N 2.169 2.869 -0.791
C 1.021 1.981 -0.721
C 0.577 1.305 -1.973
N -0.442 0.421 -2.081
C -1.010 0.214 -0.832
C -2.133 -0.778 -0.750
O -2.576 -1.486 -1.950
C -1.885 -2.604 -2.009
N -1.311 -3.617 -2.142
C -2.792 -1.091 0.490
F -3.776 -2.031 0.479
C -2.412 -0.408 1.756
C -1.334 0.549 1.696
C -0.613 0.873 0.412
N 0.436 1.779 0.486
H 3.958 -1.686 -1.131
H 3.841 -1.995 0.627
H 5.514 -2.164 -0.201
H 4.961 0.095 1.168
H 5.538 0.395 -0.588
H 2.591 0.029 0.405
H 3.125 0.359 -1.339
H 4.223 2.680 -0.301
H 3.103 2.369 1.091
H 1.913 3.658 -0.181
H 1.147 1.541 -2.911
H -2.917 -0.646 2.720
H -1.002 1.084 2.624
C -6.396 -2.221 4.236
O -5.317 -1.676 4.062
N -7.184 -2.712 3.252
C -8.459 -3.351 3.524
C -6.732 -2.592 1.882
H -6.821 -2.357 5.242
H -8.433 -4.376 3.150
H -9.252 -2.798 3.017
H -8.663 -3.367 4.594
H -5.774 -3.106 1.779
H -6.589 -1.535 1.645
H -7.458 -3.026 1.196
C 5.826 3.797 -3.317
Br 7.114 3.763 -1.887
Br 5.200 2.025 -3.768
Br 4.359 5.012 -2.930
H 6.335 4.188 -4.196
Cs 4.570 7.400 -2.905
O 9.246 3.031 -4.673
H 8.725 3.385 -3.955
Ca -0.075 -4.299 -3.652
```

## Properties
Frontier orbital gap   0.0459 Ha
Strongest force on any atom   11.58 eV/Å
Relative energy (zero: lowest compared OMol25 entry of this formula, charge and spin)   291.0 kJ/mol
LUMO level   -8.2 eV
Total charge   +2

Atom charges from the Löwdin analysis, given in e for atoms 1 to 4: -0.121, -0.231, -0.225, -0.190

***

4.
# C8H10N2O2

A 2-piece molecular cluster, C8H10N2O2 overall in a non-equilibrium geometry (ωB97M-V with the def2-TZVPD basis set, the OMol25 dataset).

XYZ file:
```
22
C8H10N2O2 (ωB97M-V with the def2-TZVPD basis set)
C -4.470 -0.212 -1.040
C -1.505 -0.513 -0.525
C -0.612 0.453 -0.505
C -4.013 -0.575 0.149
C 4.209 0.168 0.851
C 0.877 0.419 -0.920
C 3.240 0.521 -0.141
C 1.754 0.470 0.273
N -4.822 0.037 -2.129
N -4.174 -1.236 1.258
O -5.369 -1.286 1.750
O -3.198 -1.818 1.816
H -1.680 -1.486 -1.031
H 3.897 -0.778 1.440
H -0.758 1.272 0.117
H 4.448 1.054 1.506
H 1.192 1.253 -1.563
H 0.987 -0.435 -1.528
H 3.428 1.482 -0.558
H 3.525 -0.091 -1.120
H 1.456 1.476 0.779
H 1.589 -0.173 1.121
```

## Properties
Frontier orbital gap   0.1509 Ha
Strongest force on any atom   4.82 eV/Å
Relative energy (zero: lowest compared OMol25 entry of this formula, charge and spin)   358.3 kJ/mol
LUMO level   5.3 eV
Total charge   -2

Atom charges from the Löwdin analysis, given in e for atoms 1 to 4: -0.375, 0.117, -0.195, -0.070

***

5.
# C5H3N5O2

An isolated ion of composition C5H3N5O2 and charge -2 in a non-equilibrium geometry (ωB97M-V with the def2-TZVPD basis set, the OMol25 dataset).

XYZ file:
```
15
C5H3N5O2 (ωB97M-V with the def2-TZVPD basis set)
C -0.392 -0.935 -0.313
C 0.296 -0.202 0.595
C -0.413 1.173 -1.705
C -1.203 -2.126 -0.455
C 0.722 -0.811 1.924
N 0.712 1.063 0.459
N -0.491 2.132 -2.621
N 0.177 3.193 -2.141
N 0.686 2.939 -0.972
N 0.332 1.675 -0.687
O -0.737 -2.931 0.416
O -2.133 -2.303 -1.246
H 0.774 -1.891 1.822
H 1.689 -0.406 2.231
H -0.017 -0.570 2.693
```

## Properties
Frontier orbital gap   0.2358 Ha
Strongest force on any atom   2.86 eV/Å
Relative energy (zero: lowest compared OMol25 entry of this formula, charge and spin)   323.3 kJ/mol
LUMO level   6.5 eV
Total charge   -2

Atom charges from the Löwdin analysis, given in e for atoms 1 to 4: 0.152, -0.443, -0.184, -0.809

***

6.
# C2H5BO

C2H5BO in the gas phase in a non-equilibrium geometry (ωB97M-V with the def2-TZVPD basis set, the OMol25 dataset).

XYZ file:
```
9
C2H5BO (ωB97M-V with the def2-TZVPD basis set)
B 1.074 0.199 -0.333
C -1.078 -1.375 -0.551
C -0.422 0.077 0.187
O -1.921 -1.959 0.027
H 1.472 -0.456 -1.186
H 1.907 0.820 0.264
H -0.407 -1.689 -1.484
H -0.363 -0.386 1.106
H -0.954 0.966 0.161
```

## Properties
2S+1   3
Frontier orbital gap (spin up / spin down)   0.2181 / 0.3518 Ha
Strongest force on any atom   8.65 eV/Å
Relative energy (zero: lowest compared OMol25 entry of this formula, charge and spin)   205.8 kJ/mol
LUMO level (spin up / spin down)   0.1 / -2.5 eV
Total charge   0
Expectation value of S²   2.0084

Atom charges from the Löwdin analysis, given in e for atoms 1 to 4: 0.038, -0.326, -0.080, 0.090

***

7.
# C21H20FN5O

C21H20FN5O in the gas phase in a non-equilibrium geometry (ωB97M-V with the def2-TZVPD basis set, the OMol25 dataset).

XYZ file:
```
48
C21H20FN5O (ωB97M-V with the def2-TZVPD basis set)
C -3.181 -3.391 0.688
N -3.249 -1.992 0.319
C -2.936 -1.146 1.461
C -2.958 0.290 1.090
N -1.940 1.096 1.100
C -2.454 2.257 0.597
N -3.721 2.160 0.316
O -4.065 0.883 0.642
C -1.600 3.441 0.329
C -0.354 2.973 -0.384
C -0.469 2.231 -1.554
C 0.656 1.734 -2.186
C 1.914 1.987 -1.664
C 2.038 2.743 -0.512
C 0.910 3.225 0.130
H 1.013 3.802 1.038
H 3.017 2.951 -0.107
H 2.794 1.597 -2.153
H 0.551 1.147 -3.086
H -1.449 2.037 -1.966
H -1.334 3.919 1.273
H -2.169 4.147 -0.278
H -3.702 -1.330 2.223
H -1.943 -1.356 1.894
C -2.469 -1.693 -0.880
C -0.987 -1.865 -0.753
C -0.081 -1.005 -0.174
N 1.143 -1.575 -0.290
N 1.073 -2.755 -0.915
C -0.197 -2.949 -1.191
H -0.513 -3.840 -1.696
C 2.367 -1.064 0.142
C 2.427 -0.040 1.082
C 3.653 0.450 1.489
C 4.807 -0.092 0.952
C 4.768 -1.119 0.025
C 3.541 -1.605 -0.379
H 3.466 -2.408 -1.094
H 5.687 -1.522 -0.369
F 6.003 0.393 1.346
H 3.722 1.241 2.218
H 1.524 0.373 1.503
H -0.234 -0.045 0.272
H -2.691 -0.662 -1.171
H -2.844 -2.350 -1.668
H -3.477 -3.993 -0.169
H -2.177 -3.703 1.010
H -3.881 -3.576 1.501
```

## Properties
Frontier orbital gap   0.3367 Ha
Strongest force on any atom   1.28 eV/Å
SMILES   CN(Cc1cnn(-c2ccc(F)cc2)c1)Cc1nc(Cc2ccccc2)no1
LUMO level   0.7 eV
Total charge   0

Atom charges from the Löwdin analysis, given in e for atoms 1 to 4: -0.091, -0.203, -0.113, -0.332

***

8.
# C46H42IrN5O3P2S

C46H42IrN5O3P2S as an isolated structure (ωB97M-V with the def2-TZVPD basis set, the OMol25 dataset).

XYZ file:
```
100
C46H42IrN5O3P2S (ωB97M-V with the def2-TZVPD basis set)
Ir -0.288 0.438 0.680
O 1.656 0.661 -1.411
S 2.517 0.255 -0.309
O 3.719 -0.422 -0.668
O 1.635 -0.570 0.660
C 2.909 1.696 0.625
C 4.148 1.734 1.244
C 4.520 2.874 1.941
C 3.664 3.961 1.991
C 2.419 3.911 1.379
C 2.012 2.771 0.693
P 0.344 2.648 -0.060
C -0.659 3.836 0.865
C -1.553 4.671 0.200
C -2.384 5.519 0.921
C -2.333 5.527 2.306
C -1.459 4.681 2.978
C -0.631 3.832 2.264
C 0.437 3.303 -1.733
C -0.069 2.598 -2.819
C -0.018 3.154 -4.087
C 0.550 4.407 -4.268
C 1.063 5.108 -3.184
C 1.002 4.563 -1.912
H 4.815 0.887 1.154
H 5.484 2.920 2.427
H 3.962 4.859 2.515
H 1.761 4.767 1.448
H -1.592 4.678 -0.882
H -3.064 6.176 0.397
H -2.973 6.196 2.865
H -1.423 4.681 4.059
H 0.036 3.166 2.799
H -0.478 1.606 -2.675
H -0.408 2.607 -4.934
H 0.594 4.841 -5.258
H 1.512 6.081 -3.329
H 1.392 5.123 -1.071
C 1.849 -0.686 5.934
C 2.393 -0.306 4.716
C 1.567 0.062 3.664
C 0.189 0.049 3.826
C -0.365 -0.326 5.049
C 0.468 -0.692 6.093
N -0.650 0.448 2.746
N -1.880 0.781 3.114
C -2.641 1.202 2.096
C -3.965 1.640 2.319
C -4.726 2.053 1.265
C -4.183 2.040 -0.035
C -2.898 1.616 -0.202
N -2.136 1.202 0.835
H 2.493 -0.967 6.756
H 3.466 -0.283 4.583
H 1.998 0.372 2.726
H -1.438 -0.326 5.170
H 0.034 -0.978 7.041
H -4.330 1.633 3.336
H -5.741 2.390 1.426
H -4.752 2.375 -0.889
H -2.424 1.601 -1.176
C 0.755 -3.177 2.181
P 1.028 -3.213 0.406
C 0.003 -4.471 -0.343
C -1.102 -4.969 0.359
C -1.868 -5.986 -0.186
C -1.559 -6.488 -1.443
C -0.486 -5.971 -2.162
C 0.290 -4.962 -1.624
C 2.737 -3.605 0.055
C 3.269 -3.365 -1.211
C 4.568 -3.748 -1.496
C 5.336 -4.370 -0.520
C 4.807 -4.615 0.740
C 3.512 -4.227 1.038
H 0.744 -4.199 2.563
H -0.188 -2.690 2.427
H 1.563 -2.605 2.635
H -1.349 -4.586 1.340
H -2.699 -6.393 0.374
H -2.150 -7.293 -1.861
H -0.244 -6.369 -3.138
H 1.133 -4.581 -2.186
H 2.684 -2.858 -1.968
H 4.986 -3.546 -2.471
H 6.354 -4.659 -0.740
H 5.401 -5.116 1.492
H 3.113 -4.428 2.023
C -3.352 -2.875 -2.662
N -2.753 -2.325 -1.445
C -3.159 -2.573 -0.156
C -2.327 -1.872 0.653
N -1.411 -1.201 -0.136
C -1.716 -1.483 -1.391
H -4.349 -3.234 -2.423
H -2.748 -3.700 -3.035
H -3.425 -2.096 -3.415
H -3.986 -3.223 0.066
H -2.331 -1.784 1.726
H -1.191 -1.120 -2.259
```

## Properties
2S+1   5
Frontier orbital gap (spin up / spin down)   0.2531 / 0.2118 Ha
Strongest force on any atom   0.92 eV/Å
Relative energy (zero: lowest compared OMol25 entry of this formula, charge and spin)   0.0 kJ/mol
LUMO level (spin up / spin down)   -4.7 / -7.3 eV
Total charge   +2
Expectation value of S²   6.0337

Atom charges from the Löwdin analysis, given in e for atoms 1 to 4: 1.308, -0.366, 0.500, -0.244